# 1
55
Properties=species:S:1:pos:R:3 method="wB97M-V/def2-TZVPD" de_lowest_ev=0.043 smiles="Cc1ncsc1CCC(=O)N1CCC[C@@H](Nc2ccc(C(C)C)cc2)C1" orbital_gap_ev=8.417 e_tot_ev=-39602.0484 homo_ev=-7.766
C -3.720 -1.685 -2.020
C -4.648 -1.910 -0.874
N -5.244 -3.124 -0.738
C -6.005 -3.178 0.289
S -6.082 -1.719 1.223
C -4.980 -1.000 0.092
C -4.481 0.393 0.267
C -3.154 0.398 1.045
C -2.628 1.816 1.204
O -2.788 2.428 2.244
N -2.016 2.386 0.136
C -1.446 3.714 0.275
C 0.080 3.637 0.268
C 0.572 2.939 -0.998
C -0.110 1.568 -1.163
N 0.272 0.611 -0.153
C 1.536 0.051 -0.073
C 2.406 -0.035 -1.158
C 3.622 -0.679 -1.030
C 4.021 -1.257 0.166
C 5.352 -1.959 0.281
C 5.158 -3.440 0.615
C 6.241 -1.281 1.325
C 3.152 -1.167 1.248
C 1.938 -0.525 1.135
C -1.637 1.746 -1.099
H -2.682 -1.730 -1.690
H -3.878 -2.466 -2.757
H -3.898 -0.714 -2.480
H -6.566 -4.044 0.577
H -5.213 0.982 0.821
H -4.346 0.855 -0.714
H -2.424 -0.253 0.564
H -3.340 0.020 2.052
H -1.811 4.135 1.212
H -1.795 4.333 -0.560
H 0.496 4.644 0.326
H 0.415 3.088 1.150
H 1.654 2.800 -0.954
H 0.342 3.554 -1.871
H 0.143 1.149 -2.143
H -0.134 0.806 0.752
H 2.141 0.398 -2.110
H 4.277 -0.730 -1.889
H 5.855 -1.892 -0.690
H 4.685 -3.557 1.587
H 6.118 -3.951 0.635
H 4.527 -3.916 -0.133
H 5.797 -1.351 2.315
H 6.375 -0.229 1.083
H 7.219 -1.757 1.354
H 3.425 -1.600 2.199
H 1.278 -0.466 1.990
H -2.116 0.777 -1.204
H -1.956 2.384 -1.932


# 2
58
Properties=species:S:1:pos:R:3 method="wB97M-V/def2-TZVPD" de_lowest_ev=3.228 smiles="Cc1nn(CC(=O)NCCCN2[C@H](C)CCC[C@H]2C)c(=O)c2cc3occc3n12" orbital_gap_ev=8.352 e_tot_ev=-35840.4819 homo_ev=-7.952
C -0.192 4.632 -4.549
C 0.208 3.812 -3.373
N -0.645 3.062 -2.791
N -0.299 2.310 -1.729
C -1.382 1.537 -1.155
C -1.395 0.063 -1.612
O -2.340 -0.415 -2.202
N -0.279 -0.599 -1.278
C -0.096 -2.015 -1.493
C 0.084 -2.739 -0.160
C -1.205 -2.720 0.679
N -0.885 -2.809 2.091
C -1.437 -1.806 2.991
C -1.324 -0.391 2.417
C -0.638 -1.851 4.301
C -0.641 -3.239 4.927
C -0.120 -4.243 3.907
C -0.923 -4.169 2.604
C -2.334 -4.756 2.786
C 0.961 2.265 -1.176
O 1.209 1.534 -0.224
C 1.916 3.133 -1.822
C 3.251 3.368 -1.540
C 3.666 4.295 -2.503
O 4.761 4.980 -2.877
C 4.382 5.718 -3.949
C 3.074 5.538 -4.291
C 2.588 4.603 -3.347
N 1.509 3.888 -2.928
H 0.412 4.362 -5.414
H -0.038 5.689 -4.338
H -1.239 4.452 -4.766
H -2.317 2.000 -1.470
H -1.282 1.566 -0.066
H 0.416 -0.121 -0.711
H 0.785 -2.171 -2.125
H -0.980 -2.382 -2.020
H 0.871 -2.243 0.411
H 0.403 -3.765 -0.346
H -1.737 -1.794 0.472
H -1.859 -3.538 0.353
H -2.503 -1.999 3.218
H -1.467 0.331 3.218
H -2.082 -0.194 1.662
H -0.339 -0.238 1.985
H -1.054 -1.125 5.002
H 0.391 -1.562 4.078
H -1.653 -3.505 5.238
H -0.010 -3.249 5.818
H 0.922 -4.008 3.683
H -0.164 -5.257 4.307
H -0.405 -4.785 1.858
H -2.902 -4.682 1.862
H -2.885 -4.238 3.565
H -2.259 -5.806 3.057
H 3.811 2.920 -0.746
H 5.135 6.340 -4.392
H 2.557 6.013 -5.099


# 3
61
Properties=species:S:1:pos:R:3 method="wB97M-V/def2-TZVPD" de_lowest_ev=1.183 smiles="CCN(CC)S(=O)(=O)c1cccc(C(=O)N[C@H](C(=O)Nc2nnc(C3CC3)s2)C(C)C)c1" orbital_gap_ev=9.171 e_tot_ev=-59558.2684 homo_ev=-8.960
C 5.794 1.638 0.027
C 4.407 1.749 -0.598
N 3.389 2.023 0.388
C 3.084 1.037 1.400
C 2.681 -0.332 0.855
S 2.158 3.044 -0.038
O 2.697 4.025 -0.932
O 1.513 3.475 1.167
C 0.975 2.038 -0.949
C 1.255 1.645 -2.244
C 0.342 0.849 -2.919
C -0.827 0.458 -2.292
C -1.101 0.849 -0.982
C -2.361 0.339 -0.363
O -3.316 -0.012 -1.034
N -2.333 0.223 0.978
C -3.368 -0.462 1.725
C -4.171 -1.413 0.840
O -5.371 -1.437 0.785
N -3.456 -2.415 0.189
C -2.114 -2.533 0.009
N -1.194 -2.159 0.831
N 0.040 -2.349 0.384
C 0.114 -2.887 -0.780
C 1.364 -3.169 -1.468
C 1.476 -2.897 -2.949
C 1.451 -4.303 -2.456
S -1.467 -3.229 -1.481
C -4.300 0.529 2.455
C -3.561 1.192 3.615
C -4.853 1.578 1.494
C -0.187 1.655 -0.311
H 5.995 2.516 0.635
H 5.874 0.752 0.652
H 6.543 1.576 -0.758
H 4.176 0.835 -1.164
H 4.383 2.600 -1.279
H 3.954 0.931 2.056
H 2.272 1.470 1.985
H 2.341 -0.966 1.669
H 1.870 -0.248 0.136
H 3.525 -0.819 0.374
H 2.166 1.982 -2.712
H 0.540 0.542 -3.935
H -1.557 -0.150 -2.806
H -1.480 0.423 1.475
H -2.866 -1.100 2.465
H -4.037 -2.934 -0.460
H 2.225 -2.963 -0.846
H 0.600 -2.517 -3.451
H 2.405 -2.488 -3.312
H 0.559 -4.887 -2.625
H 2.364 -4.878 -2.476
H -5.135 -0.058 2.848
H -4.241 1.837 4.166
H -2.739 1.803 3.250
H -3.165 0.447 4.303
H -5.346 1.096 0.655
H -5.577 2.205 2.008
H -4.056 2.212 1.114
H -0.357 2.031 0.685


# 4
54
Properties=species:S:1:pos:R:3 method="wB97M-V/def2-TZVPD" de_lowest_ev=15.262 smiles="COc1ccc(CNC(=O)C[C@]23C[C@H]4C[C@H](C[C@H](C4)C2)C3)cc1OC" orbital_gap_ev=8.028 e_tot_ev=-29866.1737 homo_ev=-7.455
C 2.616 -5.132 5.283
O 2.712 -4.291 4.069
C 1.778 -3.783 3.467
C 0.607 -4.066 3.774
C -0.508 -3.400 3.352
C -0.237 -2.524 2.347
C -1.477 -1.887 1.612
N -1.109 -0.450 1.175
C -1.096 -0.014 0.010
O -1.580 -0.721 -1.110
C -0.720 1.444 0.029
C -0.978 2.147 -1.347
C -2.382 2.111 -1.812
C -2.348 2.932 -3.213
C -2.238 4.313 -2.964
C -0.534 4.389 -2.426
C 0.276 3.792 -3.622
C -0.382 2.063 -3.958
C -1.723 2.283 -4.300
C -0.043 1.561 -2.346
C -0.475 3.618 -1.234
C 0.883 -2.511 1.703
C 1.982 -3.096 2.381
O 3.227 -2.631 1.809
C 4.216 -3.390 2.325
H 3.575 -5.453 5.464
H 2.017 -4.656 5.913
H 2.091 -5.965 4.973
H 0.206 -4.664 4.761
H -1.671 -3.615 3.627
H -2.559 -2.081 2.013
H -1.727 -2.472 0.650
H -0.846 0.170 1.882
H 0.383 1.293 0.137
H -1.264 1.945 0.912
H -2.753 1.051 -1.805
H -2.904 2.756 -1.022
H -3.582 2.928 -3.168
H -2.231 4.797 -4.030
H -2.681 4.999 -1.995
H -0.479 5.416 -2.346
H 0.021 4.217 -4.589
H 1.326 3.635 -3.437
H 0.374 1.659 -4.580
H -1.923 1.163 -4.317
H -1.656 2.777 -5.178
H -0.325 0.569 -2.786
H 1.105 1.609 -2.282
H 0.746 3.611 -0.968
H -0.947 4.057 -0.447
H 1.117 -1.884 0.820
H 4.232 -4.568 2.113
H 4.830 -3.134 3.105
H 5.057 -2.917 1.576